(one)
Here is a structure of composition CH5NO3 from OMol25. Energies are from the ωB97M-V functional and the def2-TZVPD basis.

For the HOMO-LUMO gap, the calculation gives 10.1086 eV. The calculation puts the LUMO energy at 0.0319 hartree.

Cartesian coordinates (Å):
N1 1.762 -0.125 -0.182
O1 0.567 -0.222 0.606
H1 -0.078 0.868 0.778
H2 2.321 0.611 0.244
H3 2.256 -0.996 -0.006
C1 -0.974 0.125 -0.423
O2 -1.874 -0.849 -0.394
O3 -1.140 1.170 0.336
H4 -2.409 -0.735 0.408
H5 -0.431 0.154 -1.368



(two)
Here is a cluster of 2 separate species, CH5NO3 in total from OMol25. Energies are from the ωB97M-V functional and the def2-TZVPD basis.

For the HOMO-LUMO gap, the calculation gives 11.1424 eV. The structure (SMILES) is NC(=O)O.O. The calculation puts the LUMO energy at 0.0228 hartree.

Cartesian coordinates (Å):
N1 -0.451 0.166 -1.232
C1 -0.730 0.618 0.008
O1 -0.177 1.535 0.565
O2 -1.819 -0.004 0.551
H1 -1.065 -0.414 -1.771
H2 0.193 0.748 -1.740
H3 -2.292 0.643 1.085
O3 2.100 -1.251 0.475
H4 2.835 -0.812 0.915
H5 1.405 -1.229 1.143



Which one is the least stable? From the structures above, (one).